1.
{"formula": "C4H8ClNOS", "method": "the ωB97M-V functional and the def2-TZVPD basis", "species": ["C", "C", "C", "Cl", "O", "N", "C", "S", "H", "H", "H", "H", "H", "H", "H", "H"], "positions_angstrom": [[-1.551, 1.407, 0.318], [-0.358, 0.496, 0.489], [0.856, 0.937, -0.230], [1.434, 2.507, 0.434], [-0.714, -0.719, -0.137], [0.148, -1.719, 0.243], [0.900, -2.320, -0.674], [1.027, -1.888, -2.294], [-1.444, 2.427, 0.706], [-1.679, 1.463, -0.767], [-2.433, 0.906, 0.713], [-0.159, 0.269, 1.585], [1.659, 0.204, -0.098], [0.751, 1.207, -1.275], [0.094, -2.046, 1.163], [1.469, -3.129, -0.176]], "mulliken_charge": [-1.370, 0.566, -0.667, -0.218, -0.218, -0.190, -0.217, -0.259, 0.378, 0.365, 0.346, 0.330, 0.300, 0.346, 0.228, 0.280], "lumo_energy_ev": 0.534, "smiles": "C[C@H](CCl)ONC=S", "relative_energy_kcal_mol": 57.5}

---

2.
{"formula": "C5H14S", "method": "the ωB97M-V functional and the def2-TZVPD basis", "species": ["C", "C", "C", "H", "H", "H", "H", "H", "H", "H", "H", "C", "S", "C", "H", "H", "H", "H", "H", "H"], "positions_angstrom": [[1.165, -1.765, -0.609], [0.736, -1.050, 0.672], [0.408, -2.045, 1.808], [2.043, -1.420, -1.157], [0.319, -1.766, -1.303], [1.398, -2.824, -0.462], [1.538, -0.402, 1.023], [-0.163, -0.457, 0.545], [1.228, -2.034, 2.527], [-0.566, -1.941, 2.277], [0.443, -3.056, 1.442], [-1.269, 2.884, 0.324], [-1.721, 2.665, -1.396], [-0.679, 1.281, -1.859], [-2.012, 2.542, 1.047], [-0.283, 2.577, 0.656], [-1.290, 3.960, 0.538], [0.238, 1.730, -2.233], [-1.075, 0.660, -2.665], [-0.459, 0.462, -1.177]], "mulliken_charge": [-1.135, 0.141, -1.158, 0.305, 0.255, 0.380, 0.267, 0.027, 0.263, 0.330, 0.306, -0.848, -0.100, -0.354, 0.282, 0.285, 0.318, 0.337, 0.345, -0.245], "lumo_energy_ev": 0.980, "smiles": "CCC.CSC", "relative_energy_kcal_mol": 21.6}

---

3.
{"formula": "C7H18N2", "method": "the ωB97M-V functional and the def2-TZVPD basis", "species": ["C", "C", "C", "C", "C", "C", "C", "N", "N", "H", "H", "H", "H", "H", "H", "H", "H", "H", "H", "H", "H", "H", "H", "H", "H", "H", "H"], "positions_angstrom": [[-0.507, 0.968, -0.137], [-0.295, -0.441, 0.011], [1.689, 0.133, 0.369], [-0.549, 1.925, 1.024], [-0.236, -1.341, -1.207], [-0.632, -1.172, 1.289], [2.592, -0.962, -0.142], [-0.309, 1.567, -1.357], [-2.544, 0.427, -0.275], [-0.892, 1.253, -2.118], [-0.232, 2.572, -1.343], [-2.710, 0.116, -1.234], [-2.981, -0.277, 0.320], [1.951, 1.096, -0.066], [1.700, 0.216, 1.455], [-1.541, 2.383, 1.022], [0.201, 2.711, 0.913], [-0.393, 1.457, 1.992], [-1.241, -1.656, -1.488], [0.234, -0.860, -2.067], [0.338, -2.240, -0.976], [0.221, -1.768, 1.628], [-1.465, -1.853, 1.108], [-0.929, -0.511, 2.101], [2.576, -1.026, -1.233], [2.320, -1.943, 0.258], [3.634, -0.777, 0.151]], "mulliken_charge": [0.585, 1.431, -0.482, -1.694, -1.887, -1.660, -1.216, -0.388, -0.936, 0.245, 0.262, 0.183, 0.231, 0.350, 0.344, 0.493, 0.429, 0.286, 0.480, 0.401, 0.403, 0.381, 0.500, 0.307, 0.289, 0.252, 0.412], "lumo_energy_ev": [0.839, 0.839], "relative_energy_kcal_mol": 94.5}

---

4.
{"formula": "I2Zn", "method": "the ωB97M-V functional and the def2-TZVPD basis", "species": ["Zn", "I", "I"], "positions_angstrom": [[-27.042, -16.023, 5.389], [-25.374, -15.264, 6.992], [-26.105, -16.988, 3.261]], "mulliken_spin": [0.758, 0.126, 0.117], "lumo_energy_ev": [3.250, 3.231], "charge": -1, "multiplicity": 2}

---

5.
{"formula": "C51H35Br2Cl2N6O6PSn", "method": "the ωB97M-V functional and the def2-TZVPD basis", "species": ["Sn", "Cl", "C", "C", "C", "N", "C", "O", "C", "C", "C", "C", "C", "N", "C", "C", "C", "Cl", "N", "C", "O", "C", "C", "C", "C", "C", "N", "H", "H", "H", "H", "H", "H", "H", "H", "H", "H", "O", "C", "O", "C", "C", "C", "C", "C", "C", "P", "C", "C", "C", "C", "C", "C", "C", "C", "C", "C", "C", "C", "H", "H", "H", "H", "H", "H", "H", "H", "H", "H", "H", "H", "H", "H", "C", "O", "C", "C", "C", "Br", "C", "C", "C", "O", "C", "N", "C", "C", "C", "C", "C", "C", "N", "H", "H", "H", "H", "H", "H", "H", "H", "H", "H", "H", "Br"], "positions_angstrom": [[-0.255, -0.056, 0.391], [-2.994, 3.872, -4.548], [-2.829, 3.108, -2.985], [-2.397, 1.789, -2.940], [-2.201, 1.164, -1.715], [-1.644, -0.097, -1.524], [-1.715, -1.078, -2.406], [-2.236, -1.109, -3.531], [-1.053, -2.340, -1.876], [-0.853, -3.418, -2.727], [-0.261, -4.562, -2.223], [0.090, -4.604, -0.882], [-0.151, -3.489, -0.097], [-0.699, -2.375, -0.587], [-2.486, 1.864, -0.517], [-2.959, 3.168, -0.582], [-3.108, 3.794, -1.814], [-3.632, 5.456, -1.847], [-2.179, 1.158, 0.640], [-2.881, 1.214, 1.768], [-3.845, 1.929, 2.050], [-2.391, 0.182, 2.769], [-2.888, 0.176, 4.058], [-2.395, -0.754, 4.955], [-1.418, -1.644, 4.540], [-0.967, -1.576, 3.235], [-1.468, -0.697, 2.364], [-2.203, 1.246, -3.854], [-1.176, -3.319, -3.754], [-0.077, -5.415, -2.865], [0.554, -5.476, -0.441], [0.115, -3.478, 0.952], [-3.203, 3.691, 0.330], [-3.622, 0.922, 4.326], [-2.745, -0.762, 5.980], [-0.978, -2.361, 5.219], [-0.169, -2.216, 2.876], [1.886, -3.663, 2.466], [2.335, -2.675, 1.854], [1.740, -1.609, 1.553], [3.758, -2.755, 1.312], [4.717, -3.469, 2.028], [6.036, -3.498, 1.612], [6.408, -2.819, 0.454], [5.453, -2.136, -0.279], [4.118, -2.104, 0.130], [2.833, -1.195, -0.856], [3.363, -1.501, -2.593], [3.858, -2.759, -2.959], [4.022, -3.108, -4.291], [3.682, -2.213, -5.299], [3.166, -0.972, -4.954], [3.005, -0.625, -3.620], [3.428, 0.516, -0.512], [4.211, 1.290, -1.364], [4.614, 2.566, -0.990], [4.253, 3.077, 0.249], [3.489, 2.306, 1.116], [3.073, 1.039, 0.736], [4.392, -3.987, 2.921], [6.779, -4.037, 2.189], [7.441, -2.822, 0.124], [5.744, -1.618, -1.186], [4.115, -3.475, -2.187], [4.409, -4.088, -4.544], [3.800, -2.487, -6.340], [2.869, -0.273, -5.727], [2.560, 0.333, -3.376], [4.522, 0.902, -2.327], [5.214, 3.159, -1.670], [4.568, 4.072, 0.540], [3.193, 2.676, 2.091], [2.480, 0.449, 1.424], [0.069, 3.857, 1.073], [0.383, 3.074, -0.079], [0.392, 3.692, -1.267], [0.211, 5.048, -1.458], [0.179, 5.558, -2.757], [-0.058, 7.431, -2.998], [0.293, 4.752, -3.855], [0.473, 3.370, -3.670], [0.565, 2.839, -2.385], [0.701, 1.536, -2.136], [0.448, 2.452, -4.802], [0.677, 1.163, -4.713], [0.489, 0.651, -5.983], [0.592, -0.657, -6.443], [0.339, -0.887, -7.783], [-0.013, 0.156, -8.651], [-0.122, 1.463, -8.204], [0.136, 1.686, -6.858], [0.129, 2.827, -6.080], [-0.919, 4.311, 0.950], [0.822, 4.635, 1.223], [0.075, 3.185, 1.930], [0.066, 5.706, -0.616], [0.234, 5.182, -4.845], [0.644, 1.047, -2.993], [0.850, -1.455, -5.759], [0.403, -1.896, -8.172], [-0.210, -0.065, -9.692], [-0.401, 2.267, -8.874], [-0.216, 3.730, -6.348], [0.519, 1.856, 4.141]], "mulliken_charge": [0.768, -0.219, 0.239, -0.508, -0.451, 0.360, 0.077, -0.872, 0.264, -0.608, -0.430, -0.944, -0.379, 0.213, -0.855, -0.350, 0.076, -0.249, 0.819, -0.032, -0.837, 0.277, -0.578, -0.248, -0.911, -0.258, 0.149, 0.738, 0.521, 0.398, 0.500, 0.529, 0.700, 0.458, 0.382, 0.427, 0.499, -0.822, -0.124, -0.700, -0.035, -0.413, -0.593, -0.670, -0.174, -0.250, 2.432, 0.026, -0.817, -0.828, -0.791, -1.408, 0.289, 0.781, -0.206, -0.750, -0.540, -0.700, -0.355, 0.477, 0.370, 0.399, 0.387, 0.448, 0.391, 0.382, 0.808, 0.157, 0.376, 0.390, 0.364, 0.440, 0.185, -0.753, 0.812, 0.160, -0.423, -0.472, -0.262, -1.197, 1.614, -0.290, 1.077, -0.604, 0.194, -0.185, -0.115, -0.998, -0.491, -1.197, 0.324, -0.051, 0.526, 0.417, -0.652, 0.539, 0.457, -0.417, 0.708, 0.423, 0.383, 0.431, 0.303, -0.855], "lumo_energy_ev": 3.538, "charge": -2, "relative_energy_kcal_mol": 5.2}